1.
{"formula": "C36H27N2O4PPt", "method": "the ωB97M-V functional and the def2-TZVPD basis", "e_tot_ev": -61474.8798, "spin_multiplicity": 3, "orbital_gap_ev": [6.24, 6.79], "molar_mass_g_mol": 777.7, "species": ["C", "C", "C", "C", "O", "O", "H", "C", "H", "N", "H", "C", "C", "H", "C", "H", "H", "H", "C", "O", "H", "C", "C", "H", "H", "C", "H", "C", "H", "H", "H", "C", "C", "C", "C", "C", "H", "H", "C", "C", "H", "H", "H", "H", "N", "H", "C", "H", "O", "C", "Pt", "C", "C", "P", "H", "C", "C", "H", "C", "C", "C", "C", "C", "C", "H", "C", "H", "C", "H", "C", "C"], "xyz": [[5.3761, 0.7927, 2.8712], [-0.5731, 2.1599, 1.3254], [-6.1784, -0.7806, -0.1833], [2.2719, -1.2776, -1.8046], [0.0995, -1.6506, -2.6359], [-3.3721, -3.3212, -2.0472], [-5.6702, -2.7063, -0.9956], [-1.8415, 0.5002, 2.5217], [-0.5918, -2.5226, -4.3899], [2.5336, -0.9464, 0.4115], [-0.5374, 2.7818, 4.6567], [-4.3294, 0.6693, 0.2823], [-1.3979, 1.1511, -1.5977], [-7.2454, -0.9668, -0.1947], [-3.0472, -2.7190, -1.0381], [1.2465, -1.3943, -5.0375], [3.6431, -1.0132, -5.4137], [1.6490, -0.6569, 5.5703], [-2.4313, 1.6912, -2.3574], [0.3498, -2.4511, 1.7356], [-3.9459, 1.6229, 0.6278], [-3.9250, -1.5532, -0.5960], [3.2668, -1.0902, -4.4017], [4.6218, 0.1400, 0.9834], [4.2848, -1.0342, -1.1775], [5.1480, 0.9003, 4.2503], [-6.3736, 1.2091, 0.6178], [3.2525, -0.3256, 2.5710], [-1.8070, -1.8820, -3.2828], [0.0716, -1.9379, 4.1883], [6.2980, 1.1727, 2.4485], [-3.4397, -0.3190, -0.1471], [1.8307, -0.7894, 4.5082], [-0.7669, 2.2856, 3.7221], [4.4459, 0.2041, 2.0474], [0.2139, 2.2477, -3.0259], [5.1900, -0.8608, -3.4736], [1.2446, 2.4495, -3.2904], [1.1603, -1.6729, 2.3414], [-2.1415, 2.5113, -3.4424], [-2.9503, 2.9254, -4.0312], [-1.9277, 0.7308, 4.6474], [-3.4614, 1.4615, -2.1174], [0.7372, 0.9779, -1.3827], [1.7206, -1.3639, -0.4705], [-0.6036, 3.4345, -4.6180], [-0.8335, -1.6964, -3.7216], [-2.4343, -0.4082, 2.5241], [-2.0731, -3.0152, -0.2442], [-0.8239, 2.7939, -3.7733], [-0.2966, -1.8003, -0.2000], [0.9558, -1.4819, 3.7627], [3.9811, 0.4054, 4.7753], [-1.6764, 0.0468, -0.1888], [5.8847, 1.3645, 4.8923], [3.6270, -1.0985, -2.0322], [3.0299, -0.2180, 3.9500], [0.3389, 3.6828, 2.5273], [-1.5494, 1.1363, 3.7173], [-0.2771, 2.7925, 2.5281], [-0.0729, 1.4249, -1.9483], [2.2616, -1.0068, 1.7262], [1.9117, -1.2992, -4.1938], [-1.3628, 1.0158, 1.3151], [3.7803, 0.4826, 5.8382], [-5.6930, 0.4403, 0.2749], [-0.1855, 2.5676, 0.3994], [-5.3038, -1.7584, -0.6240], [-0.8297, -0.7464, -4.2586], [1.4146, -1.4072, -2.9008], [4.1284, -1.0003, -3.3208]]}



2.
{"formula": "C2H4F3NO5RuS2", "method": "the ωB97M-V functional and the def2-TZVPD basis", "e_tot_ev": -46249.7549, "spin_multiplicity": 6, "orbital_gap_ev": [6.96, 7.13], "e_above_lowest_kcal_mol": 194.0, "molar_mass_g_mol": 344.3, "total_charge": 1, "species": ["Ru", "H", "C", "O", "O", "O", "S", "H", "H", "N", "F", "F", "O", "O", "F", "C", "H", "S"], "xyz": [[-0.9915, 1.1936, 1.9738], [1.6149, -2.5585, 1.0527], [0.3310, 0.0992, -2.8325], [-2.3207, 0.0488, 0.8878], [-0.2574, -0.7954, 1.7974], [-1.1797, 2.3135, 3.3899], [-1.3595, -1.1019, 0.6381], [1.8449, -1.1745, 1.4583], [-1.1678, 2.0650, 4.3135], [-0.2319, -0.6509, -0.5510], [-0.5657, -0.8098, -3.1677], [0.3764, 0.8929, -3.8848], [-0.0593, 1.5297, 0.2273], [-0.0958, 2.1940, -1.7911], [1.5294, -0.4491, -2.7564], [1.1984, -1.6086, 0.6799], [1.4187, -2.0541, -0.3010], [-0.0844, 0.8664, -1.1343]]}



3.
{"formula": "CH2ClN2O3", "method": "the ωB97M-V functional and the def2-TZVPD basis", "e_tot_ev": -22699.6754, "spin_multiplicity": 1, "orbital_gap_ev": [10.03, 10.03], "e_above_lowest_kcal_mol": 41.5, "molar_mass_g_mol": 125.5, "total_charge": 1, "species": ["N", "O", "H", "H", "Cl", "O", "O", "N", "C"], "xyz": [[1.8751, 0.7317, 0.0426], [1.6218, 1.8514, 0.1415], [-2.3787, -1.3777, 0.2685], [-1.0454, 1.1878, -0.3175], [0.4382, -1.8577, -0.0170], [2.6876, -0.0899, -0.0992], [-2.2966, -0.4124, -0.0263], [-1.0325, 0.2323, 0.0101], [0.1305, -0.2655, -0.0026]]}